# C4H11N2O

The ion C4H11N2O with charge +2 (ωB97M-V/def2-TZVPD, the OMol25 dataset).

Its energy above the lowest of the compared OMol25 structures with the same formula, charge and spin is 14.2 kcal per mole. Its expectation value of S² is 0.764. As for the spin multiplicity: 2. For the HOMO-LUMO gap (spin up / spin down), the calculation gives 12.28 / 7.88 eV. The net charge is +2.

Last column: Mulliken charge in e.
Atoms and positions in Å:
N1 1.6719 2.3055 0.3076  -0.28
C1 0.4044 1.5680 -0.0379  -0.62
C2 0.2290 0.4582 1.0140  0.48
N2 -0.4839 -0.7196 0.7119  0.04
C3 -1.2621 -1.0966 -0.4269  -0.21
C4 -0.8901 -2.5121 -0.9025  -1.18
O1 0.5697 0.6480 2.1438  -0.37
H1 2.4857 1.8059 -0.0655  0.37
H2 1.6715 3.2377 -0.1190  0.38
H3 1.7578 2.3619 1.3355  0.37
H4 0.4867 1.1970 -1.0548  0.44
H5 -0.4380 2.2459 0.0919  0.35
H6 -0.2266 -1.5217 1.3051  0.37
H7 -1.2585 -0.3043 -1.1797  0.41
H8 -2.3124 -1.1196 -0.0453  0.28
H9 -1.1888 -3.2537 -0.1655  0.44
H10 -1.4036 -2.7123 -1.8450  0.35
H11 0.1874 -2.5882 -1.0679  0.39

Atomic forces in eV per Å
-0.389 -0.400 -0.100
0.277 -0.518 0.231
-0.460 1.156 -0.050
0.334 -1.196 -0.752
-0.089 0.630 0.142
0.235 -0.064 -0.022
0.441 -0.398 0.158
0.121 0.081 0.141
0.031 0.122 0.209
0.112 0.243 -0.138
-0.128 0.125 -0.104
-0.065 0.098 -0.240
-0.265 0.335 0.465
0.095 -0.092 0.024
0.009 -0.142 -0.044
-0.070 -0.107 -0.017
-0.074 0.073 0.146
-0.114 0.052 -0.050

# C4H11N2O

The ion C4H11N2O with charge +2 (ωB97M-V/def2-TZVPD, the OMol25 dataset).

Its energy above the lowest of the compared OMol25 structures with the same formula, charge and spin is 40.0 kcal per mole. Its expectation value of S² is 0.767. As for the spin multiplicity: 2. For the HOMO-LUMO gap (spin up / spin down), the calculation gives 12.39 / 7.26 eV. The net charge is +2.

Last column: Mulliken charge in e.
Atoms and positions in Å:
N1 -1.6681 -1.8866 0.8614  -0.28
C1 -0.7054 -1.1711 0.0459  -0.72
C2 0.4135 -0.5559 1.0340  0.53
N2 1.2953 0.4233 0.5669  0.04
C3 1.4397 1.0120 -0.7541  -0.33
C4 0.2818 2.0677 -1.0492  -0.80
O1 0.3123 -0.8688 2.2009  -0.37
H1 -1.1571 -2.6915 1.1787  0.37
H2 -2.4157 -2.2467 0.2184  0.39
H3 -2.1659 -1.3762 1.6515  0.38
H4 -0.1097 -1.9033 -0.7049  0.40
H5 -1.2776 -0.4182 -0.5463  0.42
H6 1.7640 0.8970 1.2939  0.33
H7 2.3708 1.5280 -0.8776  0.34
H8 1.4428 0.2552 -1.6237  0.35
H9 0.6408 3.1406 -1.3299  0.35
H10 -0.3684 2.1526 -0.1459  0.34
H11 -0.0931 1.6420 -2.0197  0.28

Atomic forces in eV per Å
-1.648 -0.631 -0.309
2.914 1.076 -2.026
-3.140 -1.124 -0.240
-0.162 0.158 -2.262
0.120 -1.768 -1.097
-0.258 1.489 -0.959
1.084 0.754 -0.985
-0.216 -0.867 1.146
0.461 0.191 0.659
1.057 -0.531 -0.889
-1.754 1.445 1.669
0.887 -0.312 0.348
1.015 0.767 1.489
0.735 0.287 0.748
-0.356 0.631 1.759
-0.067 -2.046 0.873
-0.007 -0.124 -1.239
-0.668 0.605 1.314

# C4H11N2O2

The ion C4H11N2O2 with charge +1 (ωB97M-V/def2-TZVPD, the OMol25 dataset).

Its energy above the lowest of the compared OMol25 structures with the same formula, charge and spin is 150.9 kcal per mole. Its SMILES is C[N+](C)(C)C[N+](=O)[O-]. For the HOMO-LUMO gap, the calculation gives 11.36 eV. The net charge is +1.

Last column: Mulliken charge in e.
Atoms and positions in Å:
C1 0.1104 1.3250 0.6345  -0.92
C2 0.1523 0.1404 -1.5518  -0.89
C3 -1.0550 -0.8798 0.3928  -0.90
C4 1.3483 -0.7353 0.2901  -0.53
N1 2.7159 -0.0219 0.1844  0.98
N2 0.0901 0.0225 -0.0769  -0.13
O1 2.8535 1.0431 0.7953  -0.51
O2 3.4578 -0.5562 -0.5452  -0.48
H1 0.2765 1.1447 1.6372  0.38
H2 0.8401 1.9988 0.1151  0.45
H3 -0.7792 1.8341 0.5457  0.41
H4 1.1159 0.6067 -1.7431  0.40
H5 -0.0582 -0.8629 -1.9267  0.38
H6 -0.6230 0.7415 -1.9164  0.41
H7 -1.9476 -0.3710 0.0774  0.37
H8 -0.7426 -1.8851 0.0958  0.42
H9 -0.9347 -1.0757 1.4348  0.41
H10 1.6692 -1.7558 -0.4826  0.39
H11 1.1022 -1.0531 1.3478  0.36

Atomic forces in eV per Å
1.575 0.707 -2.491
0.018 -0.581 0.405
2.072 -0.009 -0.421
0.618 -3.800 -0.176
-2.694 2.554 1.725
1.229 -1.009 0.356
0.156 -1.523 -0.591
2.063 -0.889 -1.221
0.831 -0.149 2.020
-0.320 -0.812 0.962
-2.497 0.633 -0.421
-0.027 -0.376 -0.662
0.770 0.153 -0.321
-1.145 1.188 -0.348
-0.601 -0.614 -0.087
-1.032 0.108 -1.243
-0.437 1.013 1.168
-1.807 3.168 2.420
1.227 0.238 -1.073

> Which formula does entry 1 have?

C4H11N2O